Entry 1:
Density functional theory data (ωB97M-V with the def2-TZVPD basis set) for 7 unconnected molecules or ions with the total composition C42H47N2O12 in a non-equilibrium geometry.

The geometry in ORCA input format:
```
! RIJCOSX wB97M-V def2-TZVPD def2/J DEFGRID3
* xyz 1 1
C 0.59 2.17 1.83
C 1.44 1.99 0.64
N 0.77 1.16 -0.41
C 0.27 1.47 -1.63
C -0.15 0.41 -2.33
N 0.18 -0.69 -1.43
C 0.79 -0.18 -0.30
C -0.18 -2.10 -1.66
H 0.37 1.41 2.29
H -0.15 2.66 1.41
H 1.14 2.76 2.54
H 2.36 1.54 0.84
H 1.73 2.97 0.01
H 0.11 2.50 -1.95
H -0.63 0.11 -3.37
H 0.96 -0.76 0.44
H -0.54 -2.37 -2.71
H -0.96 -2.16 -0.90
H 0.73 -2.74 -1.07
C 5.31 -3.94 -2.08
C 6.07 -3.70 -3.46
C 5.32 -3.51 -4.58
C 3.89 -3.54 -4.51
C 3.26 -3.69 -3.30
C 3.95 -3.87 -2.03
O 3.23 -3.86 -0.90
O 5.99 -3.23 -5.81
H 6.12 -4.01 -1.39
H 7.11 -3.99 -3.50
H 3.27 -3.29 -5.48
H 2.32 -3.85 -3.11
H 3.77 -4.43 -0.32
H 6.72 -3.92 -6.06
C 3.36 4.58 4.14
C 2.85 4.25 5.62
C 2.90 2.88 5.99
C 3.28 1.92 5.03
C 3.62 2.19 3.71
C 3.68 3.60 3.29
O 4.11 3.91 2.01
O 2.54 2.54 7.28
H 3.26 5.44 3.88
H 2.54 5.05 6.26
H 3.15 0.82 5.33
H 3.80 1.52 3.14
H 3.91 4.78 1.84
H 2.12 3.19 7.80
C -1.36 3.44 4.55
C -1.18 4.74 3.80
C -1.92 4.85 2.71
C -2.74 3.87 2.23
C -2.90 2.65 2.92
C -2.24 2.49 4.14
O -2.63 1.38 4.85
O -1.86 6.09 2.01
H -0.85 3.49 5.27
H -0.60 5.48 4.13
H -3.29 4.30 1.24
H -3.65 1.85 2.58
H -3.21 0.73 4.45
H -1.85 5.94 1.16
C -5.74 0.25 0.64
C -5.94 1.69 0.22
C -4.80 2.32 -0.39
C -3.71 1.61 -0.72
C -3.54 0.26 -0.33
C -4.55 -0.46 0.38
O -4.49 -1.71 0.77
O -5.00 3.57 -0.85
H -6.61 -0.13 1.03
H -6.86 2.18 0.47
H -3.04 2.04 -1.23
H -2.56 -0.39 -0.61
H -5.26 -2.09 1.03
H -4.17 4.07 -1.23
C -3.07 -2.71 -6.99
C -2.40 -3.61 -7.97
C -1.05 -3.80 -7.91
C -0.22 -2.95 -7.08
C -0.92 -1.98 -6.21
C -2.26 -1.98 -6.05
O -2.83 -0.97 -5.31
O -0.27 -4.70 -8.74
H -4.04 -2.85 -6.89
H -3.04 -4.20 -8.56
H 0.92 -2.92 -7.07
H -0.31 -1.04 -5.70
H -3.67 -0.52 -5.59
H -0.89 -5.46 -9.07
C 1.28 -1.66 3.82
C 1.30 -2.85 2.84
C 0.14 -3.18 2.22
C -1.15 -2.51 2.63
C -1.13 -1.43 3.44
C 0.09 -0.89 3.96
O 0.12 0.18 4.81
O 0.22 -4.16 1.21
H 2.19 -1.30 4.24
H 2.19 -3.24 2.67
H -1.76 -2.89 2.08
H -2.00 -0.94 3.46
H -0.73 0.49 4.64
H -0.43 -4.45 0.86
*
```

The energy relative to the best compared isomer or geometry (same formula, charge and spin) comes out at 150.1 kcal per mole. As for the LUMO energy: -2.45 eV. As for the total energy: -71842.565 eV. As for the largest force on an atom: 17.44 eV Å⁻¹.

Entry 2:
Density functional theory data (ωB97M-V with the def2-TZVPD basis set) for a molecular structure, C48H32I3N5OSbSeW in a non-equilibrium geometry.

The geometry in ORCA input format:
```
! RIJCOSX wB97M-V def2-TZVPD def2/J DEFGRID3
* xyz 1 1
W -0.21 -0.91 -1.58
I -2.67 -0.47 -5.85
C -3.32 -1.63 -4.23
C -4.43 -2.46 -4.27
C -4.77 -3.22 -3.16
I -6.43 -4.50 -3.34
C -4.02 -3.17 -1.97
C -4.26 -3.92 -0.80
C -3.39 -3.80 0.27
C -2.30 -2.94 0.21
N -2.02 -2.17 -0.88
C -2.89 -2.31 -1.94
C -2.54 -1.57 -3.08
O -1.43 -0.83 -2.98
H -5.02 -2.52 -5.17
H -5.11 -4.59 -0.74
H -3.53 -4.37 1.17
H -1.62 -2.88 1.05
Se 6.18 3.03 -3.74
N 5.91 1.61 -2.73
C 4.62 1.33 -2.71
C 4.04 0.23 -2.01
C 4.80 -0.70 -1.31
C 4.14 -1.73 -0.65
C 2.76 -1.78 -0.67
N 1.96 -0.90 -1.33
C 2.63 0.10 -2.04
C 1.83 0.99 -2.77
N 0.46 0.79 -2.69
C -0.32 1.64 -3.39
C 0.16 2.66 -4.18
C 1.54 2.88 -4.26
C 2.38 2.05 -3.53
C 3.80 2.22 -3.48
N 4.46 3.19 -4.09
H 5.87 -0.60 -1.30
H 4.68 -2.48 -0.11
H 2.25 -2.58 -0.14
H -1.39 1.50 -3.29
H -0.53 3.28 -4.72
H 1.96 3.67 -4.85
I 0.97 -2.40 -3.98
C 0.29 -3.06 -1.97
H 1.12 -3.67 -1.63
H -0.51 -3.78 -2.21
C -2.58 1.16 4.64
C -1.20 1.32 4.72
C -0.39 0.81 3.73
C -0.95 0.12 2.66
C -2.32 -0.02 2.57
C -3.14 0.51 3.56
Sb 0.37 -0.84 1.25
C 1.29 -2.05 2.84
C 0.50 -2.40 3.93
C 1.01 -3.19 4.94
C 2.31 -3.67 4.86
C 3.10 -3.33 3.77
C 2.59 -2.53 2.76
C 1.85 0.73 1.09
C 1.62 1.74 0.16
C 2.60 2.68 -0.11
C 3.83 2.60 0.52
C 4.06 1.61 1.46
C 3.07 0.68 1.75
H -3.21 1.54 5.43
H -0.77 1.84 5.57
H 0.69 0.92 3.80
H -2.76 -0.54 1.73
H -4.21 0.39 3.49
H -0.51 -2.03 4.00
H 0.40 -3.45 5.79
H 2.71 -4.29 5.64
H 4.11 -3.70 3.70
H 3.22 -2.29 1.92
H 0.65 1.82 -0.33
H 2.41 3.47 -0.83
H 4.60 3.32 0.29
H 5.01 1.56 1.97
H 3.25 -0.07 2.51
C -1.32 0.64 -0.63
C -1.91 1.61 -0.16
C -2.56 2.73 0.41
C -1.93 3.42 1.46
C -2.56 4.50 2.04
C -3.80 4.92 1.60
C -4.42 4.25 0.56
C -3.81 3.16 -0.03
H -0.96 3.09 1.81
H -2.07 5.03 2.85
H -4.28 5.77 2.05
H -5.39 4.57 0.21
H -4.30 2.64 -0.84
*
```

The energy relative to the best compared isomer or geometry (same formula, charge and spin) comes out at 0.5 kcal per mole. As for the LUMO energy (alpha / beta): -3.71 / -3.71 eV. As for the total energy: -157798.190 eV. As for the largest force on an atom: 3.32 eV Å⁻¹.